One molecule with the formula C3H10N2. Source: the Open Molecules 2025 dataset; level of theory: wB97M-V/def2-TZVPD.

XYZ file:
```
15
Properties=species:S:1:pos:R:3:forces:R:3:mulliken_charge:R:1
N 0.095 2.068 0.398 0.41 -0.30 0.25 -0.57
C 0.290 1.232 -0.776 0.18 0.01 0.14 -0.45
C 0.631 -0.201 -0.373 -0.42 0.09 -0.51 -0.58
C -0.567 -0.968 0.174 0.46 -0.06 0.19 -0.49
N -0.172 -2.330 0.530 0.00 -0.12 0.09 -0.59
H 0.022 3.046 0.180 -0.25 0.11 -0.01 0.21
H -0.683 1.750 0.952 -0.20 0.25 0.03 0.19
H -0.577 1.252 -1.447 0.02 -0.16 -0.15 0.28
H 1.144 1.636 -1.319 -0.03 0.06 -0.13 0.35
H 1.444 -0.159 0.349 0.09 -0.08 0.17 0.35
H 0.985 -0.735 -1.259 0.07 -0.04 0.08 0.26
H -0.989 -0.431 1.033 -0.16 0.08 -0.09 0.31
H -1.312 -1.040 -0.616 -0.24 0.12 0.02 0.27
H -0.928 -2.816 1.005 0.15 0.07 -0.09 0.22
H 0.615 -2.303 1.170 -0.08 -0.04 -0.01 0.22
```
Forces are in eV/Å.

The calculation puts the HOMO energy at -9.13 eV. The largest force on an atom comes out at 0.7 eV/Å. Its SMILES is NCCCN. The total energy is -229.80166 a.u. As for the net charge: 0. For the gap between HOMO and LUMO, the calculation gives 10.336 eV. The calculation puts the LUMO energy at 1.205 eV.